No. 1
15
Properties=species:S:1:pos:R:3 method="wB97M-V/def2-TZVPD" gap_ev=7.678
C 0.12603 -0.90510 -0.62402
C 1.06656 -0.80811 0.54703
C 0.25740 1.74459 -0.30932
C -1.23479 -1.39848 -0.18691
N 1.30959 0.46631 1.02970
S 0.24968 0.64140 -1.67154
S 2.71048 -0.09014 0.26359
S -1.29165 2.03024 0.45008
H 0.61449 -1.52625 -1.41052
H 1.07926 -1.69234 1.25517
H 0.99544 2.46927 -0.36898
H -1.53785 -2.39684 -0.05839
H -2.02630 -0.91625 -0.89896
H -1.36101 -0.80317 0.70722
H -0.95733 3.18489 1.27585



No. 2
113
Properties=species:S:1:pos:R:3 method="wB97M-V/def2-TZVPD" multiplicity=2 gap_ev="6.889 / 5.915" s2=0.902
Co 0.90481 -0.21988 -2.21447
C -4.54012 -1.18557 0.55799
C -3.08703 -1.02581 0.86073
C -2.50496 -1.69618 1.87149
C -1.11242 -1.55967 2.10965
N -0.38149 -0.77974 1.37249
N -0.93771 -0.06073 0.35712
B 0.12529 0.78438 -0.38469
N 1.36669 1.17790 0.51088
N 1.22065 1.41711 1.82646
C 2.24735 1.88373 2.49260
C 3.48680 2.14427 1.86058
C 3.62652 1.96833 0.52564
C 4.90786 2.20534 -0.20067
C 2.48955 1.47016 -0.16178
S 2.49915 1.25488 -1.85199
C 2.11616 2.04124 4.00381
C 2.61827 0.72739 4.62383
C 0.67354 2.34428 4.40967
C 2.99720 3.18780 4.51925
N -0.42068 2.14933 -0.91789
N -0.81444 2.94377 0.08316
C -1.40859 4.07130 -0.19140
C -1.59316 4.48082 -1.53290
C -1.16735 3.69228 -2.55466
C -1.34557 4.07095 -3.98851
C -0.57422 2.44031 -2.21584
S -0.17892 1.32148 -3.43228
C -1.86451 4.87961 1.01747
C -2.78312 3.99313 1.87003
C -2.61733 6.14418 0.60805
C -0.62307 5.26477 1.82851
C -2.28318 -0.14502 0.03106
S -3.02639 0.62677 -1.24593
C -0.43889 -2.30560 3.26095
C -1.16732 -3.61562 3.57662
C 1.01686 -2.61777 2.92046
C -0.51657 -1.40539 4.49845
H -4.99870 -1.88087 1.26218
H -4.67650 -1.54901 -0.46026
H -5.04907 -0.22217 0.60571
H -3.09806 -2.36152 2.48512
H 4.34085 2.44610 2.45053
H 5.66972 2.56895 0.48730
H 4.77251 2.92682 -1.00874
H 5.25865 1.27314 -0.64787
H 2.01031 -0.12034 4.31610
H 2.59708 0.79659 5.71509
H 3.64624 0.52281 4.31256
H -0.03873 1.66206 3.95273
H 0.40028 3.35798 4.11258
H 0.58110 2.27771 5.49649
H 4.06212 2.95978 4.45418
H 2.77009 3.36097 5.57317
H 2.80523 4.11859 3.97852
H -2.06907 5.42765 -1.75131
H -1.77348 5.06898 -4.07050
H -2.00321 3.35806 -4.49060
H -0.38988 4.04254 -4.51480
H -3.66779 3.68638 1.30654
H -3.11004 4.54360 2.75609
H -2.25664 3.09286 2.19013
H -3.51394 5.91417 0.02654
H -1.98925 6.82483 0.02733
H -2.93551 6.67760 1.50582
H -0.05802 4.37101 2.08824
H -0.91846 5.77529 2.74933
H 0.02916 5.93417 1.26081
H -1.23869 -4.26203 2.69770
H -2.17332 -3.45224 3.96899
H -0.60692 -4.15779 4.34100
H 1.08445 -3.36371 2.12399
H 1.52599 -3.01786 3.80112
H 1.55198 -1.73257 2.58592
H -1.55479 -1.26892 4.81639
H -0.10201 -0.42677 4.28474
H 0.03814 -1.84920 5.32967
N 1.76544 -1.48290 -1.02620
C 2.52563 -1.79714 -0.19801
N 3.30138 -2.22850 0.72404
C 4.16998 -1.43334 1.32304
N 4.93995 -0.78229 1.90142
Cl -0.87345 -2.23799 -8.91972
C 0.01089 -1.81946 -7.48420
C 0.23960 -0.48435 -7.18570
C 0.93919 -0.15575 -6.03913
C 1.40647 -1.14655 -5.15965
C 2.14478 -0.80949 -3.95521
C 1.19068 -2.48401 -5.52054
C 0.49863 -2.82833 -6.66602
H -0.12603 0.28617 -7.85167
H 1.12152 0.88578 -5.81090
H 2.73612 0.09141 -4.05237
H 2.67352 -1.62092 -3.46947
H 1.62179 -3.26028 -4.90024
H 0.34714 -3.86471 -6.93889
C -0.67529 -4.05154 -3.44573
Te -1.10031 -2.17475 -2.50186
C -0.88131 -3.33970 -0.72925
C -1.28370 -4.73560 -1.12929
C -1.72270 -5.67869 -0.20697
C -2.06474 -6.95885 -0.61802
C -1.96643 -7.30661 -1.95868
C -1.52629 -6.37175 -2.88456
C -1.18528 -5.08756 -2.47670
H 0.39168 -4.17626 -3.61912
H -1.19633 -4.08512 -4.40051
H -1.51360 -2.93949 0.06080
H 0.16004 -3.27832 -0.41395
H -1.79788 -5.40918 0.84068
H -2.41222 -7.68444 0.10714
H -2.23769 -8.30275 -2.28407
H -1.45266 -6.63891 -3.93296



No. 3
12
Properties=species:S:1:pos:R:3 method="wB97M-V/def2-TZVPD" smiles="C[C@]1(C=O)CO1" gap_ev=10.278
C -1.40821 -0.31827 -0.38524
C -0.19971 -0.25706 0.53208
C 0.23449 1.02958 1.05856
O -0.05406 2.06929 0.50448
C 1.34960 -0.41042 -0.00446
O 0.40778 -1.36542 0.98601
H -1.09233 0.19778 -1.28820
H -1.73761 -1.33576 -0.63002
H -2.26598 0.24653 0.00579
H 0.92509 0.90849 1.91634
H 1.37968 -0.58197 -1.08534
H 2.41117 -0.18708 0.31168



No. 4
10
Properties=species:S:1:pos:R:3 method="wB97M-V/def2-TZVPD" smiles="N=C=O.C=NO" gap_ev=10.713
N 1.95445 2.33542 0.16209
C 1.64096 1.52601 -0.60277
O 1.50913 0.77771 -1.46974
H 2.45412 2.43961 1.09436
C -0.87307 1.30232 1.12894
N -0.58552 0.65281 0.07583
O -0.23688 -0.73143 0.12655
H -0.57606 1.08467 2.20758
H -1.05631 2.34748 0.88699
H 0.07807 -0.95830 -0.72482



No. 5
23
Properties=species:S:1:pos:R:3 method="wB97M-V/def2-TZVPD" multiplicity=2 gap_ev="9.606 / 5.903" s2=0.768 total_charge=+1
C 2.29220 0.45672 2.47271
C 3.43107 -0.55661 2.49725
H 2.53395 1.50806 2.64361
H 1.69772 0.41775 1.55797
H 1.56787 0.24776 3.26852
H 3.09608 -1.45544 1.97363
H 4.32430 -0.20053 1.99729
H 3.64061 -0.87307 3.50975
C -1.48094 -1.80163 -0.13243
C -1.41178 1.84110 -2.24027
C -0.40065 0.86199 -2.54692
C -2.58492 1.50952 -1.56646
C -0.51264 -0.34216 -1.93680
C -2.66195 0.30589 -0.91205
C -1.57258 -0.62585 -1.01956
H -1.34750 2.80497 -2.73635
H 0.38366 1.15525 -3.22380
H -3.40337 2.20782 -1.45351
H 0.26777 -1.09467 -1.99382
H -3.54147 0.10111 -0.32607
H -1.34317 -1.57387 0.92493
H -0.65394 -2.41771 -0.47781
H -2.32030 -2.47640 -0.27979



No. 6
11
Properties=species:S:1:pos:R:3 method="wB97M-V/def2-TZVPD" smiles=Nc1ncnn1O gap_ev=9.856
N -1.90898 -0.51237 -0.05755
C -0.41422 -0.38711 -0.09496
N 0.37488 -1.43301 -0.02366
C 1.66641 -0.83409 -0.05054
N 1.69860 0.43594 0.02820
N 0.38112 0.67473 0.12907
O -0.06798 2.02450 0.06689
H -2.54421 0.55180 -0.16157
H -2.06541 -1.38522 0.67188
H 2.36746 -1.59501 0.10253
H 0.51234 2.45984 -0.61029



No. 7
16
Properties=species:S:1:pos:R:3 method="wB97M-V/def2-TZVPD" smiles="C=NCCCC=O" gap_ev=10.690
C 2.15963 -0.24655 1.28790
N 0.90829 -0.33468 1.26553
C 0.36188 -1.26712 0.26120
C -0.86544 -0.70663 -0.46032
C -0.68558 0.73537 -0.97229
C -1.58222 1.76200 -0.33656
O -1.15896 2.80493 0.08810
H 2.59300 0.22394 2.17262
H 2.87754 -0.56456 0.52623
H 1.15445 -1.57833 -0.42785
H 0.04543 -2.13104 0.84423
H -1.72742 -0.85430 0.19124
H -1.01176 -1.33237 -1.34432
H -0.69050 0.80676 -2.05741
H 0.30149 1.05966 -0.63090
H -2.67984 1.62292 -0.40742



No. 8
20
Properties=species:S:1:pos:R:3 method="wB97M-V/def2-TZVPD" gap_ev=7.031 total_charge=-1
C 0.34192 -0.69991 0.19670
C -0.72136 0.20711 -0.37380
C 2.77205 0.04249 -0.46957
C -0.06215 -2.19964 0.33792
C 2.68152 1.58756 -0.60362
C 1.39022 1.42403 0.22406
C -3.07461 -0.54760 0.84685
N 1.52692 0.02396 0.19184
O -1.22399 -2.37707 -0.00308
O 3.53237 -0.86030 -0.76479
O 0.77681 -3.00081 0.68655
O -2.98637 0.66096 -1.64174
S -0.28306 1.93179 -0.48506
S -2.35672 -0.39652 -0.86559
H 3.41451 2.11027 -0.19581
H 2.62507 1.78732 -1.57849
H 1.28227 1.98970 1.10880
H -2.67336 -1.43275 1.22852
H -4.09739 -0.59442 0.68633
H -2.86465 0.34382 1.47397



In the order shown, the computed energy relative to the best compared isomer or geometry (same formula, charge and spin) values come out to 84.5; 26.2; 90.0; 96.2; 8.6; 103.0; 52.0; 62.7 kcal per mole.
In the order shown, the computed electronic energy values come out to -1405.78877; -5531.68862; -306.36292; -338.49989; -350.99533; -372.73621; -325.85473; -1422.39391 Ha.